C26H36BrF3N3O9P2S2 | ωB97M-V/def2-TZVPD

```
! wB97M-V def2-TZVPD RIJCOSX def2/J DEFGRID3
* xyz -1 1
C -5.5537 -3.1599 -2.3644
C -5.9260 -1.5454 -2.1427
O -5.9151 -1.3250 -0.6884
C -5.2333 -0.0766 -0.3138
C -4.0866 -0.4606 0.7923
C -2.5402 -0.2054 0.3129
C -2.3248 -0.8519 -1.2147
C -2.3177 -2.4959 -1.1874
O -2.9447 -3.2707 -0.2867
Br -1.2402 -3.5163 -2.5872
O -1.4530 -0.8943 1.0482
P -0.3197 0.1138 1.9442
C 0.7996 0.4392 0.3930
C 2.3732 0.7717 0.7972
C 3.2731 0.8730 -0.5819
S 4.9003 -0.0528 -0.5228
C 4.7138 -1.7796 -1.3164
S 4.0289 -1.9793 -2.8695
N 5.1933 -2.9491 -0.4319
C 6.4223 -2.7455 0.4775
C 6.5047 -4.2163 1.2422
N 5.3673 -5.0538 0.6783
C 4.5484 -4.3170 -0.3596
C -1.6469 0.1857 3.3144
C -1.1049 -0.1283 4.8299
C -1.7266 -1.5663 5.4109
F -3.1706 -1.9486 5.1834
C -0.9171 -2.5703 6.1802
F -0.9153 -3.9659 5.6137
F -0.1858 -2.3006 7.4408
P 0.5744 -1.8220 2.5053
O 1.4707 -2.3039 1.2541
O -0.5905 -3.0901 2.7703
O 1.7352 -1.6739 3.8420
O -1.0959 1.6177 1.4039
C -2.2922 1.4012 0.5237
C -2.1681 2.3070 -0.8762
H -6.3761 -3.5816 -3.0995
H -4.4755 -3.3023 -2.8125
H -5.6328 -3.7522 -1.3443
H -5.1122 -0.9556 -2.7424
H -7.0172 -1.2986 -2.5285
H -4.8543 0.5734 -1.2098
H -6.0440 0.5879 0.2531
H -4.2402 -1.5632 1.2209
H -4.2664 0.2514 1.7299
H -3.0419 -0.3789 -2.0143
H -1.2256 -0.5224 -1.5313
H 0.7519 0.7712 2.6899
H 0.4109 1.4215 -0.1626
H 0.7416 -0.4204 -0.3989
H 2.8144 0.0611 1.6152
H 2.3488 1.8782 1.2437
H 2.6176 0.4772 -1.4732
H 3.5419 2.0206 -0.7693
H 7.1027 -1.7993 0.5863
H 7.3030 -4.5270 2.0603
H 3.6186 -4.6272 -1.0020
H -2.0760 1.2963 3.3262
H -2.5675 -0.5243 3.1287
H -1.5903 0.7060 5.5326
H 0.0519 -0.0343 4.9766
H -1.5224 -2.7422 2.8895
H 2.3314 -2.4882 3.7711
H -3.1120 2.0169 1.1301
H -3.2504 2.4813 -1.3306
H -1.5135 1.7923 -1.6984
H -1.6529 3.3250 -0.5588
C 4.3840 5.2600 -4.7132
C 3.3541 4.5229 -5.2998
C 2.2206 4.1895 -4.5559
C 2.1265 4.6053 -3.2206
C 3.1624 5.3387 -2.6269
C 4.2923 5.6637 -3.3801
N 0.9262 4.2799 -2.4408
O 0.0401 3.6132 -2.9959
O 0.8658 4.6937 -1.2742
H 5.2634 5.5223 -5.2989
H 3.4336 4.2105 -6.3389
H 1.4266 3.6147 -5.0276
H 3.1046 5.6635 -1.5901
H 5.1005 6.2354 -2.9292
*
```

Output
LUMO: 0.76 eV
Maximum force: 9.44 eV/Å
Frontier orbital gap: 6.47 eV
HOMO: -5.704 eV